# 1
The following is a quantum chemistry calculation of a structure of composition C39H32BrN5O2SSn at a distorted geometry, from the Open Molecules 2025 dataset.

The geometry in XYZ format:
```
81
C39H32BrN5O2SSn, DFT ωB97M-V/def2-TZVPD
Sn -0.196 0.136 -0.750
O 0.644 -5.187 1.207
C -0.517 -5.218 0.503
C -1.080 -6.476 0.288
C -2.284 -6.604 -0.374
C -2.934 -5.474 -0.854
C -2.360 -4.228 -0.677
C -1.155 -4.074 -0.001
C -0.576 -2.686 0.202
O -1.169 -1.722 -0.542
N 0.854 -2.688 -0.130
N 1.378 -1.464 -0.147
C 2.579 -1.233 -0.556
C 3.143 0.070 -0.591
Br 1.951 1.527 -0.203
C 4.408 0.403 -0.953
C 5.569 -0.449 -1.007
C 5.745 -1.536 -0.134
C 6.943 -2.220 -0.100
C 7.983 -1.852 -0.946
C 7.809 -0.807 -1.847
C 6.623 -0.102 -1.869
H 0.945 -4.285 1.358
H -0.545 -7.334 0.668
H -2.718 -7.584 -0.509
H -3.883 -5.572 -1.362
H -2.844 -3.338 -1.052
H -0.626 -2.433 1.277
H 1.154 -3.345 -0.849
H 3.218 -2.045 -0.904
H 4.593 1.451 -1.168
H 4.967 -1.786 0.574
H 7.082 -3.029 0.603
H 8.932 -2.366 -0.891
H 8.608 -0.540 -2.522
H 6.499 0.715 -2.567
S -1.717 0.695 5.979
C -1.279 0.700 4.242
C -1.983 1.454 3.310
C -1.602 1.394 1.983
N -0.576 0.646 1.565
C 0.105 -0.071 2.464
C -0.211 -0.078 3.807
C -0.687 2.112 6.405
C -1.154 3.394 6.164
C -0.311 4.454 6.478
N 0.892 4.267 6.990
C 1.330 3.045 7.237
C 0.567 1.915 6.959
H -2.823 2.064 3.609
H -2.123 1.953 1.218
H 0.933 -0.656 2.086
H 0.356 -0.683 4.499
H -2.142 3.569 5.763
H -0.613 5.480 6.310
H 2.321 2.964 7.664
H 0.941 0.925 7.179
N -1.793 1.661 -1.187
C -2.340 1.917 -2.285
C -2.294 0.979 -3.446
C -1.922 1.444 -4.702
C -1.773 0.538 -5.740
C -2.039 -0.808 -5.533
C -2.443 -1.261 -4.285
C -2.555 -0.372 -3.228
C -3.038 3.211 -2.493
C -2.501 4.366 -1.922
C -3.106 5.584 -2.172
C -4.247 5.646 -2.959
C -4.793 4.490 -3.501
C -4.188 3.267 -3.278
H -1.738 2.498 -4.865
H -1.447 0.895 -6.707
H -1.917 -1.507 -6.348
H -2.661 -2.308 -4.131
H -2.884 -0.711 -2.253
H -1.603 4.307 -1.324
H -2.681 6.491 -1.767
H -4.718 6.599 -3.151
H -5.683 4.543 -4.111
H -4.603 2.363 -3.701
```

As for the energy above the lowest of the compared OMol25 structures with the same formula, charge and spin: 20.68 kcal per mole. The highest occupied orbital energy (spin up / spin down) is -12.71 / -12.71 eV. The value obtained for the calculated total energy is -5115.4911 Eh. The total charge is +2. The spin multiplicity is 1.


# 2
The following is a quantum chemistry calculation of a cluster of 2 separate species, C5H7NO in total, from the Open Molecules 2025 dataset.

The geometry in XYZ format:
```
14
C5H7NO, DFT ωB97M-V/def2-TZVPD
C 2.117 0.449 0.940
N 1.392 -0.598 1.036
C 0.231 -0.561 0.319
O -0.384 -1.682 -0.072
C -1.405 -0.778 -0.614
C -2.017 0.112 0.402
C -0.635 0.443 -0.153
H 1.876 1.268 0.254
H 3.005 0.528 1.566
H 1.477 1.580 -2.528
H -1.771 -1.026 -1.603
H -2.125 -0.223 1.433
H -2.846 0.716 0.037
H 0.932 1.429 -2.040
```

As for the energy above the lowest of the compared OMol25 structures with the same formula, charge and spin: 145.29 kcal per mole. The highest occupied orbital energy (spin up / spin down) is -8.41 / -8.41 eV. The value obtained for the calculated total energy is -324.4929 Eh. The spin multiplicity is 1.


# 3
The following is a quantum chemistry calculation of a cluster of 14 separate species, C42H87Br6N6O19 in total at a distorted geometry, from the Open Molecules 2025 dataset.

The geometry in XYZ format:
```
160
C42H87Br6N6O19, DFT ωB97M-V/def2-TZVPD
C 0.526 0.062 -1.963
C 0.198 0.223 -0.473
C -1.193 0.777 -0.244
C -2.329 -0.178 -0.501
C -2.279 -1.349 0.453
C -0.921 -2.078 0.415
N 0.242 -1.102 0.223
O 1.330 -1.652 0.332
C -0.809 -3.032 -0.832
C -0.700 -2.917 1.673
C 1.203 1.171 0.190
H 1.529 -0.349 -2.100
H 0.588 1.016 -2.484
H -0.177 -0.617 -2.445
H -1.313 1.682 -0.849
H -1.225 1.241 0.745
H -2.220 -0.534 -1.530
H -3.282 0.336 -0.371
H -3.113 -1.990 0.167
H -2.602 -0.921 1.404
H 0.214 -3.379 -0.969
H -1.214 -2.510 -1.700
H -1.379 -3.959 -0.770
H -1.629 -3.455 1.863
H -0.342 -2.330 2.520
H 0.040 -3.690 1.465
H 0.977 1.393 1.231
H 1.316 2.082 -0.395
H 2.215 0.763 0.216
C -0.443 1.109 6.417
C -0.907 2.381 6.080
C -1.173 2.721 4.629
O -1.868 3.705 4.265
C -0.876 1.828 3.588
C -0.128 0.638 3.915
C -0.231 0.109 5.392
O -0.081 -1.083 5.660
O 0.569 0.051 3.066
O -0.996 3.223 7.010
H -0.145 0.868 7.426
H -1.090 2.007 2.545
C 2.528 2.935 4.753
N 2.674 2.838 3.270
O 2.429 3.827 2.608
O 3.255 1.853 2.870
H 2.106 1.994 5.102
H 1.784 3.712 4.913
H 3.493 3.126 5.212
C 4.687 -5.313 0.062
N 3.254 -4.970 -0.091
O 2.819 -4.083 0.613
O 2.602 -5.706 -0.809
H 5.197 -4.631 0.737
H 5.079 -5.296 -0.952
H 4.701 -6.311 0.494
C -2.136 4.796 -3.871
N -0.969 3.999 -4.337
O -0.688 4.179 -5.507
O -0.360 3.391 -3.491
H -2.857 4.076 -3.490
H -2.551 5.404 -4.668
H -1.768 5.461 -3.091
C 4.972 2.683 0.280
N 5.439 4.001 0.815
O 5.108 5.019 0.253
O 6.069 3.960 1.850
H 5.436 2.445 -0.674
H 3.889 2.753 0.212
H 5.231 1.915 1.002
C -0.461 5.097 1.645
N -0.014 5.207 0.229
O 0.830 4.406 -0.136
O -0.374 6.161 -0.440
H 0.238 5.566 2.333
H -0.615 4.040 1.839
H -1.409 5.611 1.794
Br 5.186 -2.049 2.536
C 3.477 -1.283 3.133
C 2.484 -2.375 3.600
Br 3.235 -3.527 5.015
H 2.948 -0.809 2.307
H 3.732 -0.531 3.871
H 2.196 -3.015 2.771
H 1.598 -1.921 4.042
Br -7.204 -3.031 -4.162
C -6.964 -3.045 -2.206
C -5.853 -2.112 -1.748
Br -4.153 -2.979 -2.244
H -6.710 -4.055 -1.897
H -7.907 -2.748 -1.750
H -5.844 -2.015 -0.664
H -5.954 -1.126 -2.193
Br -4.790 -1.037 3.251
C -3.217 -0.760 4.450
C -3.469 -1.279 5.846
Br -5.274 -0.752 6.544
H -3.127 0.324 4.460
H -2.355 -1.192 3.948
H -2.766 -0.909 6.588
H -3.493 -2.366 5.888
C 4.534 -0.861 -0.624
C 4.318 -0.515 -2.082
O 4.001 0.859 -2.112
C 3.832 1.395 -3.430
C 3.167 2.731 -3.143
H 4.839 -1.903 -0.530
H 5.318 -0.221 -0.218
H 3.625 -0.693 -0.051
H 5.194 -0.742 -2.696
H 3.489 -1.160 -2.401
H 4.663 1.587 -4.111
H 3.091 0.780 -3.944
H 2.738 3.164 -4.049
H 3.900 3.421 -2.720
H 2.340 2.699 -2.432
C -3.339 4.138 -0.253
C -4.460 3.392 -0.933
O -4.904 2.287 -0.158
C -5.884 1.488 -0.762
C -6.474 0.589 0.293
H -2.581 3.493 0.189
H -2.846 4.875 -0.889
H -3.772 4.787 0.511
H -5.330 4.028 -1.118
H -4.060 2.979 -1.869
H -6.642 2.093 -1.273
H -5.399 0.867 -1.528
H -5.646 -0.051 0.611
H -7.253 -0.079 -0.075
H -6.807 1.073 1.210
C 0.852 0.883 -5.711
C 1.760 1.645 -6.650
O 3.110 1.433 -6.335
C 3.955 2.536 -6.649
C 4.218 2.655 -8.151
H 1.062 -0.186 -5.776
H 0.949 1.276 -4.701
H -0.162 1.082 -6.065
H 1.481 1.549 -7.704
H 1.411 2.670 -6.455
H 3.501 3.462 -6.282
H 4.928 2.568 -6.155
H 4.701 1.790 -8.604
H 4.770 3.558 -8.412
H 3.226 2.715 -8.604
C 0.374 -6.205 3.238
C 0.405 -6.890 1.850
O -0.569 -6.330 0.991
C -1.862 -6.811 1.228
C -2.800 -6.271 0.115
H -0.424 -6.585 3.876
H 1.352 -6.330 3.704
H 0.199 -5.132 3.154
H 1.429 -6.734 1.509
H 0.311 -7.975 1.963
H -1.876 -7.908 1.241
H -2.230 -6.496 2.210
H -2.963 -5.211 0.332
H -3.793 -6.638 0.397
H -2.642 -6.439 -0.946
```

The highest occupied orbital energy is -3.88 eV. The value obtained for the calculated total energy is -18854.0552 Eh. The total charge is -1. The spin multiplicity is 1.


# 4
The following is a quantum chemistry calculation of a cluster of 7 separate species, C20H59N5O7 in total at a distorted geometry, from the Open Molecules 2025 dataset.

The geometry in XYZ format:
```
91
C20H59N5O7, DFT ωB97M-V/def2-TZVPD
C 0.792 -1.145 10.219
O 0.160 -0.042 9.635
C 0.707 0.285 8.380
C 0.189 1.649 7.950
C 0.347 1.854 6.450
N 0.931 2.724 8.643
H 1.807 -0.896 10.556
H 0.901 -1.980 9.508
H 0.185 -1.511 11.043
H 1.808 0.296 8.439
H 0.488 -0.503 7.637
H -0.856 1.744 8.245
H -0.232 1.100 5.915
H 1.384 1.804 6.113
H -0.017 2.849 6.193
H 1.283 2.408 9.540
H 1.756 2.984 8.113
C -5.101 0.228 -5.382
O -5.781 0.702 -4.242
C -4.955 0.788 -3.102
C -5.014 -0.460 -2.252
C -6.301 -0.584 -1.426
N -3.787 -0.537 -1.433
H -4.940 -0.851 -5.313
H -4.182 0.785 -5.561
H -5.746 0.468 -6.230
H -3.907 1.007 -3.345
H -5.271 1.653 -2.501
H -4.948 -1.346 -2.893
H -7.154 -0.359 -2.079
H -6.299 0.156 -0.629
H -6.445 -1.624 -1.144
H -3.872 -1.343 -0.824
H -3.677 0.265 -0.819
C -0.521 -0.645 2.645
O -1.172 0.191 1.713
C -0.595 0.191 0.413
C 0.691 0.986 0.377
C 0.449 2.496 0.406
N 1.509 0.673 -0.794
H 0.552 -0.748 2.486
H -0.975 -1.647 2.651
H -0.753 -0.214 3.620
H -0.510 -0.835 0.031
H -1.341 0.673 -0.223
H 1.267 0.854 1.311
H 0.001 2.822 1.348
H -0.283 2.808 -0.348
H 1.382 3.033 0.245
H 2.408 1.149 -0.822
H 1.845 -0.285 -0.688
C 1.142 -3.293 0.317
O 2.086 -2.553 -0.406
C 3.235 -2.314 0.397
C 4.272 -1.518 -0.378
C 4.456 -2.101 -1.793
N 5.529 -1.442 0.385
H 0.326 -3.570 -0.346
H 0.771 -2.769 1.206
H 1.573 -4.233 0.706
H 3.025 -1.783 1.335
H 3.654 -3.306 0.633
H 3.911 -0.499 -0.537
H 4.779 -3.142 -1.737
H 5.186 -1.517 -2.358
H 3.513 -2.006 -2.330
H 5.731 -2.328 0.839
H 6.283 -1.329 -0.285
C -0.244 1.258 -4.083
O -0.286 0.606 -5.320
C -1.573 0.146 -5.697
C -1.407 -0.929 -6.737
C -0.756 -2.179 -6.132
N -0.609 -0.383 -7.853
H 0.069 0.596 -3.269
H -1.165 1.801 -3.846
H 0.538 2.024 -4.136
H -2.099 -0.227 -4.809
H -2.140 1.006 -6.078
H -2.377 -1.180 -7.176
H -1.279 -2.601 -5.275
H 0.268 -1.920 -5.842
H -0.610 -2.952 -6.894
H -0.156 -1.150 -8.342
H 0.170 0.124 -7.436
O 3.873 5.248 -0.850
H 3.865 4.306 -0.638
H 4.734 5.419 -1.238
O 4.134 2.297 -0.696
H 4.430 1.856 0.109
H 4.943 2.468 -1.188
```

As for the energy above the lowest of the compared OMol25 structures with the same formula, charge and spin: 19.39 kcal per mole. The SMILES is COC[C@H](C)N.COC[C@H](C)N.COC[C@H](C)N.COC[C@H](C)N.COC[C@H](C)N.O.O. The highest occupied orbital energy is -9.08 eV. The value obtained for the calculated total energy is -1597.7430 Eh. The spin multiplicity is 1.


# 5
The following is a quantum chemistry calculation of a structure of composition C5H12NO2 at a distorted geometry, from the Open Molecules 2025 dataset.

The geometry in XYZ format:
```
20
C5H12NO2, DFT ωB97M-V/def2-TZVPD
C -2.117 -0.269 -0.609
O -3.060 0.774 -0.752
C -0.936 0.234 0.240
C 0.142 -0.806 0.490
C 1.586 -0.361 0.679
C 2.504 -0.365 -0.554
O 3.752 0.032 -0.347
N -1.443 0.899 1.265
H -1.656 -0.440 -1.590
H -2.570 -1.181 -0.223
H -2.799 1.302 0.042
H -0.404 1.296 -0.470
H -0.209 -1.395 1.332
H 0.107 -1.486 -0.377
H 2.083 -1.024 1.395
H 1.555 0.590 1.232
H 2.368 -1.435 -0.946
H 2.011 0.271 -1.364
H 0.016 1.662 -1.050
H -0.929 1.703 1.607
```

As for the energy above the lowest of the compared OMol25 structures with the same formula, charge and spin: 152.36 kcal per mole. The highest occupied orbital energy is -2.55 eV. The value obtained for the calculated total energy is -402.7867 Eh. The total charge is -1. The spin multiplicity is 1.


# 6
The following is a quantum chemistry calculation of an isolated molecule of C2H2O2S2 at a distorted geometry, from the Open Molecules 2025 dataset.

The geometry in XYZ format:
```
8
C2H2O2S2, DFT ωB97M-V/def2-TZVPD
O 1.346 0.685 0.829
C 0.617 0.247 -0.136
S 1.226 0.285 -1.661
C -0.705 -0.436 0.159
O -1.234 -1.128 -0.750
S -1.247 0.021 1.608
H 0.632 0.931 1.542
H -0.655 -1.158 -1.456
```

As for the energy above the lowest of the compared OMol25 structures with the same formula, charge and spin: 19.51 kcal per mole. The SMILES is OC(=S)C(O)=S. The highest occupied orbital energy is -9.33 eV. The value obtained for the calculated total energy is -1024.2315 Eh. The spin multiplicity is 1.


Q: Among the records above, which one has the lowest calculated total energy?
A: C42H87Br6N6O19